No. 1
Formula: C5H36N2O11
Source: the Open Molecules 2025 dataset
Level of theory: wB97M-V/def2-TZVPD

Structure (XYZ):
```
54
Properties=species:S:1:pos:R:3:forces:R:3:mulliken_charge:R:1
C -1.208431 3.043421 0.312723 1.230 2.667 0.390 -1.6187
C -0.146792 2.145873 -0.286057 -1.079 -1.064 -0.357 0.9214
N -0.102066 0.904591 0.501651 1.014 -0.114 0.481 -0.3309
C -0.359001 1.805852 -1.785963 0.501 -0.801 1.220 -1.0462
N 0.979691 1.435762 -2.313812 -1.410 0.157 -1.564 0.5085
C 0.746133 0.378005 -3.323730 1.649 0.065 1.029 -0.4584
C 1.518207 2.649466 -2.927573 0.731 0.161 1.748 -1.2406
H -0.770988 3.831530 0.957144 0.477 -0.694 0.272 0.3199
H -1.590714 3.781917 -0.402513 -0.816 -0.886 -0.327 0.3967
H -1.910186 2.591320 0.993294 -0.582 -0.492 -0.461 0.2819
H 0.878891 2.497572 -0.243715 -0.047 0.762 0.265 0.1347
H 0.640714 0.327992 0.126823 0.063 -0.241 -0.131 0.3387
H -0.927806 0.320326 0.471547 -0.331 0.367 -0.347 -0.0901
H -0.960736 0.898131 -1.762761 -0.270 0.073 -0.240 0.2756
H -0.893042 2.550623 -2.380109 0.190 0.248 -0.041 0.3388
H 0.228360 -0.374016 -2.743419 -0.423 -0.341 -0.667 -0.3212
H 0.308873 0.758169 -4.245472 -0.520 -0.139 -0.038 0.3616
H 1.707124 -0.088190 -3.571835 -0.035 0.151 -0.209 0.2446
H 1.387448 3.389459 -2.129775 -0.080 0.487 -0.478 0.3871
H 1.044809 2.982094 -3.850580 -0.121 -0.111 -0.138 0.2941
H 2.599699 2.584973 -2.994361 0.125 -0.088 -0.702 0.3910
O 0.144731 -2.148491 -1.489380 -0.230 0.026 0.074 -0.5442
H -0.579275 -2.769322 -1.305904 0.082 0.083 -0.063 0.3830
H 0.943009 -2.637854 -1.285194 0.183 -0.108 -0.050 0.2253
O 2.873874 1.648607 1.465640 0.331 -0.176 0.190 -0.6818
H 1.913105 1.607853 1.372403 -0.126 0.093 -0.175 0.4009
H 3.237825 2.164056 0.741461 -0.299 0.110 -0.030 0.2957
O -1.424759 -3.916949 0.135061 0.255 0.198 0.071 -0.6727
H -2.216691 -3.395820 0.309104 0.005 -0.039 -0.004 0.3186
H -0.728017 -3.331686 0.477043 -0.150 -0.185 0.216 0.2803
O -0.051681 1.548269 4.053545 -0.703 0.276 0.957 -0.5569
H -0.706938 0.864009 3.937244 -0.028 -1.132 -1.032 0.2818
H -0.498949 1.896328 4.842381 0.828 0.710 0.047 0.2795
O -1.907881 -1.616475 -4.063751 -0.151 -0.028 -0.549 -0.6887
H -2.204305 -2.168671 -3.338605 0.091 0.175 0.246 0.2842
H -1.285671 -0.980327 -3.702719 -0.035 -0.149 0.224 0.3610
O 2.292684 -0.640378 3.011200 -0.889 -0.511 0.630 -0.6340
H 2.223901 0.286166 3.266253 0.232 0.045 -0.189 0.2829
H 3.057268 -0.755992 2.456701 0.386 0.431 -0.306 0.2879
O 0.185929 -2.283648 2.094984 -0.003 -0.796 -0.910 -0.6549
H 0.679994 -2.999668 2.502811 0.384 -0.029 -0.080 0.2970
H 0.592032 -1.468530 2.406934 0.902 0.459 -0.052 0.3583
O -3.232635 -1.729561 -0.953707 -0.521 -0.921 0.644 -0.5267
H -3.618072 -1.527308 -0.085266 0.208 0.836 0.031 0.2524
H -3.588607 -2.628869 -1.040089 0.156 0.191 -0.648 0.2996
O -1.375739 -1.687076 3.900445 -0.757 0.589 1.105 -0.6445
H -0.791922 -2.145593 3.278814 -0.189 -0.069 -0.160 0.4155
H -0.995891 -1.817957 4.774127 -0.094 0.016 0.028 0.2800
O -3.356064 -0.653202 1.814767 0.357 0.232 -0.125 -0.6105
H -2.397831 -0.741803 1.904507 -0.074 -0.302 0.107 0.2752
H -3.534295 0.059219 2.437710 -0.318 -0.071 -0.023 0.2967
O 4.500694 1.242454 -2.121317 -0.049 0.114 -0.473 -0.6535
H 3.552823 1.101708 -2.023944 -0.088 -0.121 0.219 0.3218
H 4.882194 1.193452 -1.248310 0.039 -0.112 0.375 0.3024
```
Forces are in eV/Å.

Output
- energy (Eh) = -1149.1931
- SMILES = C[C@@H](N)CN(C)C.O.O.O.O.O.O.O.O.O.O.O
- ΔE to the lowest compared entry with this formula, charge and spin (eV) = 2.746
- HOMO-LUMO gap (eV) = 9.24

=====

No. 2
Formula: C5H36N3O10
Source: the Open Molecules 2025 dataset
Level of theory: wB97M-V/def2-TZVPD

Structure (XYZ):
```
54
Properties=species:S:1:pos:R:3:forces:R:3:mulliken_charge:R:1
N 3.065524 0.657648 -1.447847 -0.758 0.228 0.955 -0.0600
C 1.762126 0.672533 -2.201399 -0.160 -1.737 0.477 0.4731
C 1.066057 -0.676046 -1.989361 -0.064 -0.369 -0.425 -0.8327
N 0.798741 -0.903849 -0.570922 0.753 -0.067 -0.182 0.1147
C 0.012327 0.099615 0.164629 0.447 -0.636 -1.771 0.4363
C 0.690777 0.374456 1.478932 -0.982 0.144 0.452 -0.6007
N -0.321764 1.113658 2.263753 0.344 -0.613 1.391 -0.2063
C 0.190070 1.742123 3.503529 0.841 -0.326 -0.350 -0.9442
H 3.008252 -0.049446 -0.699216 0.122 -0.500 -0.486 0.2315
H 3.842305 0.509565 -2.084089 0.265 -0.056 0.370 0.3735
H 3.126857 1.509706 -0.880548 0.239 0.581 -0.443 0.2903
H 1.084658 1.343363 -1.727573 0.321 1.212 -0.256 -0.7774
H 2.006363 0.867829 -3.229420 -0.339 0.274 -0.311 0.4734
H 0.166913 -0.722645 -2.609451 -0.008 0.320 -0.086 0.4017
H 1.716110 -1.479499 -2.342106 -0.024 -0.112 0.026 0.4266
H 0.469597 -1.855583 -0.442228 -0.067 0.002 0.120 0.1694
H -0.015453 0.977889 -0.481721 0.138 0.361 0.505 -1.2739
H -1.056789 -0.138567 0.171602 0.082 -0.462 0.743 0.4428
H 1.014805 -0.555706 1.954195 -0.296 -0.207 0.069 0.3947
H 1.610537 0.934848 1.342977 -0.195 0.403 -0.083 0.3233
H -0.894201 0.362562 2.643907 -0.496 0.086 -0.444 0.2220
H 0.511803 1.061112 4.303442 -0.319 -0.390 -0.219 0.3347
H -0.583576 2.377377 3.917164 0.199 0.454 -0.022 0.2953
H 1.129771 2.234144 3.247038 -0.351 0.715 0.073 0.2801
H -1.296141 -3.624537 3.405925 0.166 -0.159 -0.246 0.3245
H -0.628407 -2.585845 4.251670 0.240 0.087 -0.030 0.2868
O -0.576756 -2.980099 3.372661 -0.388 0.131 0.322 -0.6165
H -0.858779 4.547501 -1.280486 0.260 0.126 -0.228 0.3395
H -0.923685 3.257120 -0.541363 -0.140 0.170 0.190 0.3479
O -0.434413 3.680272 -1.277102 -0.404 -0.365 0.066 -0.7626
H 3.619891 -3.403224 -0.313608 0.192 -0.055 -0.114 0.3101
H 2.742640 -2.207937 -0.531927 -0.474 0.010 0.139 0.3400
O 3.582844 -2.579839 -0.811209 0.123 0.187 0.052 -0.6218
H -1.597919 -2.794984 1.434805 -0.150 0.017 0.007 0.3434
H -2.620238 -3.633637 0.624238 0.024 0.376 -0.159 0.2519
O -1.678712 -3.516636 0.803719 0.228 -0.283 0.234 -0.6486
H -0.025552 -4.345727 0.475222 -0.367 0.210 -0.557 0.3531
H 1.363103 -4.855702 0.282788 0.133 -0.088 -0.350 0.3179
O 0.663448 -4.410218 -0.210755 0.380 -0.013 0.748 -0.6149
H -3.579098 -0.644523 -2.929835 0.153 0.317 -0.238 0.3131
H -3.051409 0.688480 -2.290511 0.017 -0.077 -0.427 0.2878
O -3.451155 -0.164214 -2.107823 -0.159 -0.353 0.616 -0.6413
H -1.649159 2.514239 1.526917 0.604 0.050 0.062 0.3901
H -2.672096 3.595111 1.186408 -0.093 0.235 -0.035 0.3348
O -1.727677 3.414865 1.153206 -0.328 -0.437 -0.093 -0.6666
H -3.930541 -1.664624 -0.720226 0.150 0.174 -0.105 0.3250
H -4.672387 -1.913808 0.588788 -0.090 -0.060 -0.068 0.3058
O -4.048820 -2.318738 -0.021883 -0.208 0.020 0.216 -0.6040
H -0.227858 2.168860 -4.231544 -0.054 -0.009 -0.353 0.3013
H -0.751206 2.184974 -2.834039 -0.121 0.128 0.026 0.3084
O -0.732946 1.623935 -3.622792 0.052 0.108 0.364 -0.6283
H 1.957808 3.481097 0.712681 0.323 -0.201 0.108 0.3001
H 1.008117 3.213728 -0.410392 0.405 -0.166 -0.197 0.3276
O 1.795290 2.817025 0.031180 -0.166 0.614 -0.052 -0.5924
```
Forces are in eV/Å.

Output
- energy (Eh) = -1128.5443
- ΔE to the lowest compared entry with this formula, charge and spin (eV) = 2.366
- HOMO-LUMO gap (eV) = 9.86
- total charge = +1

=====

No. 3
Formula: C5H37NO13
Source: the Open Molecules 2025 dataset
Level of theory: wB97M-V/def2-TZVPD

Structure (XYZ):
```
56
Properties=species:S:1:pos:R:3:forces:R:3:mulliken_charge:R:1
N -0.830715 0.784565 2.202699 0.169 -1.035 0.158 -0.3493
C -0.766801 0.480408 3.631617 -0.027 -0.697 0.942 -0.5975
C -0.138024 1.641488 4.373163 0.597 2.007 -0.035 -0.5593
C 0.309727 2.656283 3.268457 -1.452 -1.581 -0.133 -0.8503
C 0.061535 1.873663 1.919594 1.667 1.917 0.363 0.3459
C 1.468050 1.505309 1.408111 -0.228 -1.128 0.376 -0.1910
H -1.804712 0.882978 1.952938 0.269 0.453 -0.349 0.2934
H -1.762134 0.272345 3.980431 -0.626 0.067 0.168 0.4307
H -0.237347 -0.432296 3.924089 0.330 -0.089 -0.694 0.1702
H 0.702794 1.427013 5.030837 -0.038 -0.558 -0.117 0.3092
H -0.815138 2.250181 4.977636 -0.317 -0.660 0.198 0.2739
H 1.319486 3.006015 3.387098 0.260 0.271 -0.013 0.3747
H -0.425053 3.449010 3.313305 0.271 0.601 -0.101 0.3843
H -0.341377 2.642717 1.274081 -0.533 -0.338 -0.639 0.3466
H 2.118428 2.376009 1.418030 -0.032 0.045 -0.200 0.4950
H 1.534752 0.981184 0.452503 -0.325 0.319 0.025 -0.7112
H 1.901993 0.767428 2.094219 0.070 0.270 0.158 0.2487
H -0.023203 -1.034481 1.145023 -0.142 0.341 0.084 0.2361
H 0.521586 -2.454596 1.084349 -0.090 0.002 -0.035 0.2693
O 0.655217 -1.574843 0.709117 -0.036 -0.096 0.167 -0.5449
H -0.911019 -2.783918 -4.798982 0.400 0.140 0.405 0.2980
H 0.041025 -2.259477 -3.615605 -0.129 -0.389 -0.024 0.3716
O -0.731472 -2.069353 -4.173756 -0.472 0.148 -0.480 -0.6809
H -4.845923 1.308253 -3.908298 -0.045 0.047 -0.206 0.3473
H -4.445499 1.378973 -2.454926 -0.180 0.133 -0.044 0.3243
O -4.863712 1.903654 -3.152561 0.270 -0.262 0.309 -0.6915
H 1.303927 4.266621 -2.917181 0.153 -0.025 -0.060 0.2914
H -0.045839 3.732304 -3.343286 -0.349 -0.297 -0.132 0.3404
O 0.897842 3.524239 -3.375154 0.087 0.124 0.229 -0.6368
H -2.698068 -2.807990 1.845718 0.400 0.143 0.163 0.2641
H -1.915874 -3.812295 1.047958 0.233 0.118 0.372 0.3236
O -1.860147 -3.290711 1.867069 -0.410 -0.218 -0.592 -0.5843
H 3.728977 -3.665977 1.562383 -0.170 0.023 0.675 0.3375
H 3.233884 -3.969037 3.014400 0.159 0.294 -0.296 0.2982
O 3.474100 -4.373283 2.174760 -0.017 -0.373 -0.305 -0.6384
H -0.149746 0.878014 -4.880271 -0.316 -0.259 -0.047 0.2895
H -1.024422 -0.387020 -4.656848 0.264 0.251 -0.064 0.4249
O -1.061901 0.552703 -4.936441 0.175 0.031 0.183 -0.7071
H -4.954817 -0.389182 1.122925 0.327 -0.175 0.167 0.2900
H -4.526716 -1.743000 1.674619 -0.220 -0.013 0.049 0.3041
O -4.200129 -0.853002 1.519836 -0.225 0.212 -0.179 -0.5805
H 1.401692 -2.820596 -1.427251 0.217 -0.365 -0.212 0.3101
H 0.303509 -1.845189 -1.419735 -0.147 -0.200 -0.285 0.3769
O 0.629079 -2.594282 -1.953129 0.121 0.439 0.587 -0.7153
H 2.507025 -1.212095 1.712574 -0.213 -0.321 -0.887 0.3444
H 3.615194 -1.736939 0.637860 -0.542 0.193 0.039 0.3844
O 3.429687 -1.394462 1.522369 0.996 0.152 0.906 -0.6922
H 1.248338 1.687431 -2.465369 -0.189 0.198 -0.168 0.2632
H 1.406100 0.784829 -1.247330 -0.085 -0.016 -0.123 0.0138
O 1.098165 0.781945 -2.159498 0.172 -0.156 0.066 -0.6417
H 3.690995 -1.593122 -1.357107 -0.452 -0.131 -0.092 0.3238
H 5.129503 -1.886264 -1.334637 -0.268 -0.655 0.493 0.3121
O 4.288389 -2.265101 -1.004575 0.574 0.827 -0.661 -0.6739
H -1.658154 1.939177 -3.670899 -0.044 0.321 -0.436 0.3440
H -2.952733 2.670631 -3.376497 0.058 0.372 -0.172 0.3191
O -2.030324 2.843142 -3.620431 0.077 -0.419 0.496 -0.6283
```
Forces are in eV/Å.

Output
- energy (Eh) = -1245.5608
- ΔE to the lowest compared entry with this formula, charge and spin (eV) = 2.549
- HOMO-LUMO gap (eV) = 9.12

=====

No. 4
Formula: C5H37NO14
Source: the Open Molecules 2025 dataset
Level of theory: wB97M-V/def2-TZVPD

Structure (XYZ):
```
57
Properties=species:S:1:pos:R:3:forces:R:3:mulliken_charge:R:1
C 0.491911 -3.714735 -2.120854 -1.271 0.113 0.573 -0.4819
O -0.408554 -4.591610 -2.802855 -0.279 0.233 0.532 -0.5361
C 1.612119 -4.416598 -1.383761 -0.878 -0.501 -0.123 -0.2022
C 1.122446 -4.892196 0.003818 -0.503 0.488 -0.822 -1.1735
C 1.000953 -3.782709 1.019329 -0.232 -0.838 -0.266 -0.3670
C 2.021761 -3.295388 1.720461 -0.722 0.578 0.035 -0.0781
N 1.976409 -2.178982 2.518573 -0.827 -0.042 -0.399 -0.2300
H -0.162409 -3.254474 -1.380727 -0.011 0.126 0.236 0.0738
H 0.771329 -2.871976 -2.727710 0.575 0.131 -0.717 0.3944
H -0.006688 -4.948980 -3.583180 0.485 -0.222 -0.565 0.3146
H 1.814213 -5.345342 -1.935766 0.625 0.441 -0.186 0.3257
H 2.427308 -3.716405 -1.324202 0.772 -0.157 0.079 0.3032
H 1.723994 -5.752412 0.265923 0.151 -0.109 0.600 0.4151
H 0.109741 -5.244037 -0.237988 0.188 -0.361 0.434 0.3481
H -0.014556 -3.401469 1.147423 0.364 0.270 0.066 0.3269
H 3.010347 -3.734223 1.683783 0.063 -0.107 -0.242 0.3753
H 1.185261 -1.644906 2.850975 -0.337 -0.577 -0.359 0.1107
H 2.804055 -1.932777 2.942721 1.851 0.529 1.102 0.1901
H -3.593947 4.648319 -1.607343 -0.633 1.014 0.317 0.3165
H -2.644791 4.546166 -2.893858 -0.910 -1.036 1.868 0.3353
O -3.123454 4.041718 -2.152437 1.467 0.003 -1.949 -0.7006
H 0.482173 5.218189 -0.092520 -0.067 -0.328 0.562 0.3322
H 1.954479 5.480363 -0.252424 -0.535 0.122 -0.347 0.3190
O 1.086473 5.756092 -0.597353 0.648 0.522 -0.083 -0.6659
H -3.001437 -0.265637 0.119601 1.799 1.434 -0.153 0.2671
H -1.586411 -0.331605 0.608114 2.262 -1.802 1.107 0.1511
O -2.162968 0.304374 0.288690 -5.251 -0.242 0.085 -0.7119
H -1.205057 0.892646 -0.759846 -1.862 -0.180 1.550 0.4145
H -0.725409 1.251501 -2.066996 0.457 -0.363 0.047 0.3560
O -0.436317 0.791709 -1.256271 2.868 0.676 -3.339 -0.6283
H 0.398092 3.794179 1.804841 -0.547 0.738 1.584 0.3031
H -0.200095 3.278065 0.501281 -0.847 -0.485 -0.017 0.5400
O 0.631419 3.434731 0.978192 1.580 -0.483 -0.995 -0.7872
H 1.861810 2.889476 -0.627888 -0.114 0.271 -0.321 0.2653
H 1.064867 2.119367 -1.667829 1.621 1.169 0.363 0.3659
O 1.794513 2.830718 -1.597033 -1.330 -1.915 0.152 -0.6677
H -0.230280 4.747368 -1.861631 0.145 -0.197 -0.868 0.3268
H 0.447370 3.682014 -2.693696 -0.831 0.899 0.067 0.3334
O -0.391414 4.211915 -2.666342 0.762 -0.367 0.415 -0.6341
H -0.594495 0.112211 4.278931 -0.563 -0.530 0.199 0.3100
H 0.597809 0.354976 3.502189 0.262 -0.401 -0.698 0.3548
O -0.101871 -0.335826 3.584421 0.131 0.889 0.376 -0.6974
H -4.291714 -2.394683 1.813971 2.476 -0.977 -0.379 0.3315
H -2.746874 -2.091504 1.935907 -0.133 -0.135 0.167 0.2844
O -3.355808 -2.779512 1.634775 -2.331 1.121 0.234 -0.6390
H 3.855291 1.388582 0.568845 -0.385 -1.116 0.117 0.2894
H 3.196695 -0.089613 0.680606 0.174 0.656 -0.076 0.3173
O 3.610388 0.646994 1.161725 0.372 0.441 -0.132 -0.6380
H 1.383830 2.017828 2.250153 -0.634 0.520 -0.921 0.3764
H 2.626962 1.333778 2.662652 0.659 -0.517 -0.248 0.3501
O 1.752843 1.543391 2.982337 -0.185 0.061 1.193 -0.6719
H -2.070452 2.152968 0.118763 -1.151 -2.642 0.104 0.2468
H -2.017473 3.464498 -0.743085 0.237 -1.139 1.440 0.4714
O -1.764076 3.014823 0.141099 0.351 4.286 -1.652 -0.6419
H -3.078756 -2.118300 -1.985200 0.933 -0.308 -1.394 0.3013
H -3.450392 -2.573548 -0.614454 0.088 -0.736 0.813 0.3297
O -3.602582 -1.885934 -1.248434 -0.994 1.084 0.835 -0.6146
```
Forces are in eV/Å.

Output
- energy (Eh) = -1320.7616
- ΔE to the lowest compared entry with this formula, charge and spin (eV) = 4.161
- HOMO-LUMO gap (eV) = 7.63

=====

Question: Which formula does entry 3 have?
Answer: C5H37NO13